1.
{"formula": "C33H32IN5O4P2Ru", "method": "ωB97M-V/def2-TZVPD", "spin_multiplicity": 5, "gap_ev": [6.70, 4.48], "homo_energy_ha": [-0.699, -0.700], "total_charge": 4, "symbols": ["I", "Ru", "P", "P", "O", "O", "O", "O", "N", "N", "N", "N", "N", "C", "C", "C", "C", "C", "C", "C", "C", "C", "C", "C", "C", "C", "C", "C", "C", "C", "C", "C", "C", "C", "C", "C", "C", "C", "C", "C", "C", "C", "C", "C", "C", "C", "H", "H", "H", "H", "H", "H", "H", "H", "H", "H", "H", "H", "H", "H", "H", "H", "H", "H", "H", "H", "H", "H", "H", "H", "H", "H", "H", "H", "H", "H", "H", "H"], "coordinates": [[0.421, -1.092, 2.492], [0.325, -0.295, -0.078], [2.693, -0.183, -0.050], [0.212, -0.307, -2.489], [-2.584, 2.556, -0.043], [-6.283, -0.167, 0.360], [-0.644, 1.440, -0.067], [-5.311, 1.831, 0.382], [-1.543, -0.605, -4.609], [-1.818, -0.878, 0.096], [-2.625, -1.949, 0.191], [0.025, 1.250, -4.685], [0.820, -1.000, -5.020], [3.470, -1.719, -0.544], [2.682, -2.854, -0.755], [5.446, -3.003, -1.039], [3.475, -0.440, 2.765], [5.658, 0.498, 3.426], [4.147, 2.137, -3.082], [-1.983, 1.526, 0.034], [4.655, -4.128, -1.252], [4.580, -0.361, 3.681], [4.604, -1.113, 4.870], [-0.486, -1.461, -5.342], [3.515, 3.351, -2.832], [3.054, 1.181, -1.164], [-1.464, -0.801, -3.123], [1.249, -1.299, -3.662], [3.920, 1.046, -2.252], [0.308, 1.374, -3.264], [3.537, -1.944, 5.219], [0.989, 0.407, -5.392], [5.687, 1.272, 2.267], [-1.310, 0.877, -4.993], [4.862, -1.801, -0.678], [3.596, 0.247, 1.517], [2.407, 2.400, -0.920], [2.643, 3.482, -1.753], [4.684, 1.119, 1.329], [-3.967, -0.203, 0.271], [2.422, -1.960, 4.410], [-5.303, 0.512, 0.349], [-3.912, -1.588, 0.294], [2.380, -1.198, 3.233], [-2.633, 0.189, 0.147], [3.274, -4.057, -1.108], [3.567, -2.533, 6.127], [5.119, -5.066, -1.527], [-2.042, 1.473, -4.448], [1.562, -2.547, 4.710], [6.464, 0.566, 4.148], [-1.501, 0.944, -6.064], [6.507, 1.954, 2.085], [5.490, -0.934, -0.510], [-0.689, -1.345, -6.407], [4.838, 2.048, -3.910], [-4.718, -2.300, 0.393], [1.146, -2.365, -3.449], [3.708, 4.201, -3.474], [2.299, -1.035, -3.536], [-0.645, -2.498, -5.047], [-1.667, -1.850, -2.902], [6.520, -3.067, -1.153], [-2.476, -0.884, -4.930], [4.770, 1.669, 0.404], [2.155, 4.428, -1.560], [2.668, -4.939, -1.264], [-4.428, 2.240, 0.379], [2.000, 0.730, -5.153], [-2.255, -2.888, 0.212], [-0.405, 2.038, -2.771], [1.602, -2.806, -0.628], [4.441, 0.114, -2.436], [-2.241, -0.194, -2.654], [0.836, 0.509, -6.467], [1.724, 2.514, -0.083], [5.470, -1.046, 5.518], [1.306, 1.785, -3.118]], "forces_ev_per_a": [[0.0367, 0.0102, -0.0719], [-0.2827, -0.0459, 0.1424], [0.1265, 0.0783, 0.0229], [0.0108, -0.0230, -0.0438], [0.0242, -0.0130, 0.1660], [0.0012, -0.0010, -0.0035], [0.0970, -0.0333, 0.0805], [0.0146, 0.0160, 0.0536], [-0.0078, 0.0016, 0.0028], [0.0332, -0.0013, -0.0179], [0.0081, -0.0019, -0.0480], [-0.0188, -0.0123, -0.0094], [-0.0145, 0.0043, -0.0069], [-0.0348, 0.0117, -0.0207], [0.0082, -0.0009, -0.0065], [0.0027, 0.0011, -0.0080], [0.0104, -0.0190, 0.0149], [0.0205, -0.0280, 0.0372], [-0.0079, 0.0057, -0.0048], [-0.0729, 0.0156, -0.2754], [-0.0079, 0.0033, -0.0057], [-0.0390, 0.0172, -0.0247], [0.0133, 0.0008, 0.0010], [0.0033, 0.0072, -0.0013], [-0.0096, 0.0058, 0.0175], [-0.0482, -0.0045, -0.0920], [-0.0016, 0.0027, 0.0163], [0.0025, 0.0021, 0.0281], [0.0130, 0.0007, -0.0006], [0.0290, -0.0519, -0.0602], [-0.0037, -0.0188, 0.0172], [0.0061, 0.0061, 0.0006], [0.0233, 0.0340, -0.0233], [-0.0013, -0.0044, 0.0032], [0.0033, -0.0055, 0.0270], [0.0467, -0.0293, 0.0068], [0.0756, 0.0206, 0.0859], [0.0616, 0.0272, 0.0232], [-0.0988, -0.0329, -0.0126], [0.0179, 0.0074, -0.0512], [-0.0266, -0.0209, 0.0251], [0.0079, 0.0083, -0.0276], [-0.0138, -0.0070, 0.0885], [0.0131, 0.0202, -0.0280], [0.0286, 0.0064, 0.1345], [0.0128, 0.0034, -0.0126], [-0.0027, 0.0021, 0.0008], [0.0001, -0.0010, 0.0037], [-0.0018, -0.0002, -0.0014], [0.0036, -0.0009, 0.0033], [-0.0037, 0.0060, 0.0015], [0.0008, 0.0015, -0.0007], [-0.0015, 0.0017, -0.0016], [-0.0001, -0.0145, 0.0206], [0.0026, -0.0012, -0.0011], [-0.0051, -0.0053, -0.0001], [-0.0003, 0.0000, -0.0077], [0.0008, 0.0077, -0.0035], [0.0014, 0.0024, 0.0013], [0.0344, 0.0177, 0.0106], [0.0012, -0.0006, -0.0005], [0.0014, -0.0016, -0.0045], [0.0000, -0.0021, -0.0015], [0.0017, 0.0018, -0.0043], [-0.0235, 0.0340, -0.0255], [0.0025, 0.0063, 0.0039], [-0.0006, -0.0032, 0.0029], [-0.0459, -0.0132, -0.0842], [0.0068, -0.0017, 0.0028], [0.0008, 0.0014, 0.0030], [-0.0004, 0.0077, -0.0037], [0.0047, -0.0007, 0.0120], [-0.0364, 0.0094, -0.0267], [0.0060, 0.0016, 0.0050], [-0.0023, 0.0028, 0.0004], [0.0360, 0.0185, -0.0002], [-0.0006, 0.0050, -0.0001], [-0.0423, -0.0447, -0.0432]]}

=====

2.
{"formula": "C33H33ClGeHgN5O6S3", "method": "ωB97M-V/def2-TZVPD", "spin_multiplicity": 2, "gap_ev": [3.86, 3.92], "homo_energy_ha": [-0.008, -0.010], "total_charge": -2, "symbols": ["Hg", "Ge", "Cl", "S", "S", "S", "O", "O", "O", "O", "O", "O", "N", "N", "N", "N", "N", "C", "C", "C", "C", "C", "C", "C", "C", "C", "C", "C", "C", "C", "C", "C", "C", "C", "C", "C", "C", "C", "C", "C", "C", "C", "C", "C", "C", "C", "C", "C", "C", "C", "H", "H", "H", "H", "H", "H", "H", "H", "H", "H", "H", "H", "H", "H", "H", "H", "H", "H", "H", "H", "H", "H", "H", "H", "H", "H", "H", "H", "H", "H", "H", "H", "H"], "coordinates": [[-0.149, 1.022, 0.499], [3.367, -2.456, 0.610], [-7.126, -4.307, -1.768], [-3.267, 4.888, 0.437], [1.057, 3.612, 1.710], [1.703, 2.543, -0.030], [0.290, 2.597, 2.465], [2.245, 4.076, 2.395], [0.193, 4.670, 1.198], [-2.807, -0.228, 1.435], [2.526, -1.329, 1.722], [1.640, -1.519, -1.266], [-2.173, 2.631, 0.049], [1.155, -0.992, 1.546], [-1.411, -0.431, 1.445], [-1.319, 1.286, -2.308], [-2.568, 2.598, -3.618], [-1.995, 1.662, -4.460], [-3.219, -4.097, -0.794], [-1.349, 0.394, -6.339], [-3.140, 4.326, -1.174], [-5.473, -3.721, -1.552], [5.212, 0.279, -2.031], [-0.557, -0.420, -5.515], [-2.485, 3.465, 0.988], [5.996, -1.911, -2.621], [5.221, -2.457, -1.607], [-1.514, -2.300, -0.994], [-2.079, 1.452, -5.831], [-5.118, -2.438, -1.955], [-1.866, -1.371, 3.687], [-0.940, -1.012, 2.562], [5.991, -0.541, -2.836], [-2.507, 3.116, -1.185], [0.450, -1.295, 2.622], [2.358, -4.064, 0.178], [0.787, -6.351, -0.180], [2.095, -4.927, 1.242], [1.056, -5.514, -1.252], [1.833, -4.379, -1.072], [-2.786, -2.774, -1.189], [4.430, -1.644, -0.800], [-2.125, 2.313, -2.351], [-0.471, -0.202, -4.154], [1.312, -6.058, 1.070], [1.089, -1.895, 3.839], [-4.504, -4.540, -0.971], [-3.836, -1.975, -1.785], [-1.211, 0.856, -3.627], [4.436, -0.269, -1.020], [6.588, -0.113, -3.632], [2.003, -3.711, -1.907], [1.698, -0.555, -1.193], [4.432, -2.963, 1.635], [0.766, -1.726, -0.904], [-0.010, -1.242, -5.958], [0.620, -5.717, -2.222], [-1.860, -0.608, 4.473], [-2.228, 3.301, 2.023], [2.022, -1.381, 4.061], [0.149, -7.216, -0.315], [-2.884, -1.459, 3.319], [2.493, -4.701, 2.225], [-1.390, 0.185, -7.401], [-1.583, -2.320, 4.141], [3.828, 0.382, -0.401], [5.234, -3.531, -1.451], [-1.278, -1.297, -1.311], [1.336, -2.949, 3.679], [0.434, -1.823, 4.705], [-4.776, -5.541, -0.654], [-0.746, -2.902, -0.528], [-3.054, -0.622, 0.582], [-2.489, -4.757, -0.338], [-3.471, 4.924, -2.006], [5.197, 1.350, -2.192], [0.119, -0.829, -3.506], [-3.588, -0.975, -2.130], [-2.690, 2.075, -6.472], [1.094, -6.701, 1.915], [-5.865, -1.796, -2.411], [-3.221, 3.316, -3.869], [6.599, -2.558, -3.249]], "forces_ev_per_a": [[0.6636, -0.0156, -0.1124], [0.1019, -0.0474, 0.3437], [0.0218, 0.0088, -0.0002], [0.0123, 0.0105, -0.0197], [-0.0918, -0.1197, -0.1404], [-0.5523, -0.2125, 0.1762], [0.0376, 0.2865, 0.1060], [0.0234, 0.0179, -0.0780], [0.0033, 0.1111, 0.0807], [0.0818, -0.0188, -0.2195], [0.0173, 0.1802, 0.0394], [-0.0261, 0.2948, -0.2181], [-0.0012, 0.2407, 0.1416], [0.3125, -0.4995, -0.3070], [0.0920, 0.3040, 0.2149], [-0.1763, 0.1723, -0.2188], [0.0848, -0.1183, -0.0564], [-0.0045, 0.0874, -0.0831], [0.1049, 0.0546, 0.0090], [0.0150, -0.0194, -0.0950], [0.1916, -0.1960, 0.0289], [-0.0356, -0.0336, -0.0024], [0.0039, 0.0293, -0.0118], [0.0200, 0.0059, 0.0330], [0.0401, -0.1294, -0.2368], [0.0286, -0.0124, -0.0469], [0.0280, 0.0050, 0.0031], [-0.0529, -0.0911, -0.3383], [-0.0247, 0.0082, 0.0471], [-0.0906, 0.0479, -0.0357], [-0.0131, -0.0890, -0.0007], [-0.0156, -0.1169, 0.0392], [0.0116, 0.0207, -0.0209], [-0.1006, -0.0189, -0.0042], [-0.1576, 0.0525, -0.0855], [-0.1263, -0.0126, 0.0819], [-0.0276, -0.0134, -0.0240], [-0.0105, 0.0052, -0.0022], [-0.0301, -0.0061, 0.0018], [0.0485, 0.0274, -0.0990], [-0.1843, -0.0705, 0.0600], [-0.0598, 0.0336, -0.0979], [0.1116, -0.0883, 0.1459], [-0.1853, 0.1185, -0.0205], [-0.0031, -0.0422, 0.0452], [-0.0215, 0.0236, 0.0931], [-0.0844, -0.0930, -0.0001], [0.0854, 0.0049, -0.0096], [0.0001, -0.0018, 0.2931], [-0.0126, 0.0140, 0.0668], [0.0109, 0.0010, -0.0041], [-0.0093, -0.0002, 0.0003], [0.0289, -0.0714, 0.0911], [-0.0332, -0.0042, -0.0048], [-0.1288, -0.0139, 0.0725], [0.0070, -0.0035, -0.0048], [0.0064, -0.0124, -0.0250], [0.0045, 0.0332, -0.0007], [0.0003, 0.0163, 0.0859], [0.0085, 0.0279, -0.0043], [-0.0019, -0.0195, 0.0022], [-0.0094, 0.0021, -0.0214], [0.0157, 0.0109, 0.0195], [-0.0073, 0.0084, 0.0019], [0.0055, -0.0044, 0.0063], [-0.0272, 0.0439, 0.0354], [-0.0182, -0.0292, 0.0062], [0.1015, 0.2221, -0.0065], [-0.0027, -0.0129, -0.0153], [0.0016, -0.0107, 0.0094], [-0.0028, -0.0031, 0.0042], [-0.0336, -0.1034, 0.1635], [-0.0254, -0.1137, 0.0413], [0.0143, -0.0169, 0.0200], [-0.0317, 0.0204, -0.0400], [0.0016, 0.0114, -0.0014], [0.0872, -0.1165, 0.1006], [0.0159, 0.0394, 0.0038], [-0.0094, 0.0073, -0.0129], [0.0048, 0.0027, -0.0031], [-0.0034, -0.0043, 0.0011], [-0.0239, -0.0069, 0.0110], [0.0002, 0.0013, 0.0024]]}

=====

3.
{"formula": "C33H33F3MoN5O6S3", "method": "ωB97M-V/def2-TZVPD", "gap_ev": [6.23, 6.23], "homo_energy_ha": [-0.179, -0.179], "total_charge": -1, "symbols": ["Mo", "S", "S", "S", "F", "F", "F", "O", "O", "O", "O", "O", "O", "N", "N", "N", "N", "N", "C", "C", "C", "C", "C", "C", "C", "C", "C", "C", "C", "C", "C", "C", "C", "C", "C", "C", "C", "C", "C", "C", "C", "C", "C", "C", "C", "C", "C", "C", "C", "C", "C", "H", "H", "H", "H", "H", "H", "H", "H", "H", "H", "H", "H", "H", "H", "H", "H", "H", "H", "H", "H", "H", "H", "H", "H", "H", "H", "H", "H", "H", "H", "H", "H", "H"], "coordinates": [[0.138, 0.232, -1.069], [1.108, 1.439, -3.040], [3.225, -1.226, 1.260], [1.491, 1.679, 0.253], [-2.887, -2.066, 2.778], [-1.366, -0.652, 3.357], [-0.836, -2.717, 2.988], [-1.973, -2.090, 0.241], [-0.537, -0.454, 0.854], [3.876, -2.303, -1.439], [-1.423, 1.150, -1.391], [1.839, -1.739, 1.153], [1.325, -1.058, -1.382], [4.015, 3.557, -3.848], [-2.290, -0.529, -2.601], [-1.775, 2.135, 1.135], [4.623, 3.511, 0.170], [-1.078, -1.045, -2.277], [3.566, -3.563, 2.864], [4.274, -2.612, 1.904], [2.820, -4.292, -2.145], [-0.880, -2.293, -2.547], [-4.758, 0.861, -2.881], [-5.786, 3.019, -3.129], [2.588, -4.496, 2.148], [2.583, 2.393, -0.923], [4.207, -1.117, -2.156], [1.681, -4.992, -2.526], [-1.360, -1.401, 1.040], [0.485, -4.333, -2.677], [1.494, -2.296, -1.848], [2.739, -2.949, -1.832], [-2.413, 0.666, -2.107], [3.287, 3.014, -3.139], [1.832, 0.740, 4.664], [1.889, -0.247, 3.503], [-5.848, 1.634, -3.233], [3.241, -0.206, 2.812], [-3.592, 1.469, -2.413], [0.363, -2.973, -2.363], [-3.868, 3.992, 0.993], [-4.991, 4.987, 1.002], [2.393, 2.335, -2.269], [3.710, 3.039, -0.352], [-1.608, -1.702, 2.554], [-4.637, 3.625, -2.640], [-4.111, 2.624, 0.971], [-1.539, 3.440, 1.110], [-2.541, 4.399, 1.046], [-3.042, 1.746, 1.057], [-3.545, 2.855, -2.278], [1.936, 1.761, 4.294], [-4.776, -0.217, -2.962], [3.027, -2.988, 3.620], [3.784, -4.779, -2.089], [-0.495, 3.733, 1.151], [4.605, -3.145, 1.013], [-2.635, 3.321, -1.920], [-5.411, 5.058, 2.008], [4.323, -4.158, 3.385], [-4.587, 4.703, -2.556], [-6.629, 3.627, -3.432], [5.137, -2.129, 2.366], [2.637, 0.550, 5.379], [1.753, -6.054, -2.718], [-5.791, 4.683, 0.327], [4.867, -0.539, -1.512], [4.048, -0.542, 3.466], [-4.639, 5.977, 0.715], [-5.120, 2.238, 0.879], [-0.392, -4.863, -3.027], [-3.213, 0.673, 1.059], [1.115, -0.002, 2.775], [1.799, -3.917, 1.676], [-1.722, -2.855, -2.938], [3.335, -0.511, -2.404], [-2.291, 5.453, 1.040], [1.682, -1.259, 3.857], [0.880, 0.657, 5.189], [-6.749, 1.163, -3.604], [4.729, -1.375, -3.083], [3.452, 0.810, 2.475], [3.098, -5.071, 1.373], [2.133, -5.192, 2.855]], "forces_ev_per_a": [[2.5313, 1.6986, 0.6158], [-0.3514, -0.1519, 0.4429], [0.6093, 0.0533, 0.9325], [-0.0716, -0.1216, -0.1014], [0.0687, 0.0316, -0.1008], [0.0257, -0.0311, -0.1133], [0.0344, 0.0342, -0.1160], [0.0524, 0.0496, 0.1360], [-0.1554, 0.0030, -0.5948], [-0.1212, -0.1630, 0.1094], [-2.6727, 1.8586, -0.3567], [-0.0929, -0.4132, -0.0646], [1.7202, -1.8109, -0.0956], [-0.0673, -0.0244, -0.0015], [-1.2898, 0.5451, -0.3401], [-0.0277, 0.2621, 0.2070], [-0.0592, 0.0105, -0.0493], [0.7733, -1.4609, 0.3288], [-0.1657, 0.0309, -0.1477], [-0.2459, 0.2327, -0.2053], [-0.2435, -0.1227, -0.0762], [-1.1296, 0.9076, -0.2178], [0.2019, -0.0350, 0.0758], [0.0555, 0.0369, 0.0774], [0.0115, 0.0206, 0.0855], [-0.4908, -0.1144, -0.3465], [0.1009, 0.2119, -0.1449], [0.3994, -0.1478, 0.0026], [-0.2626, -0.2565, 0.1637], [-0.4859, 0.3362, 0.0018], [-0.7573, -0.9350, -0.5793], [-0.0332, 0.6420, 0.1318], [0.6234, -1.3956, -0.4532], [0.4514, 0.2285, -0.2704], [0.0764, -0.1175, -0.1151], [0.0123, 0.0744, 0.0435], [-0.0788, 0.0228, -0.0601], [-0.1349, -0.0319, -0.2805], [-0.3803, 0.4593, 0.0621], [1.4029, -0.3196, 0.4957], [0.0595, 0.0087, 0.0218], [0.0228, -0.0482, -0.0339], [-0.2644, -0.3008, 0.5737], [0.4477, 0.2802, 0.1299], [-0.0610, 0.0221, 0.1765], [-0.0791, 0.0714, -0.0767], [0.0319, -0.0395, 0.0742], [-0.0126, 0.0583, 0.0627], [-0.1127, -0.0529, -0.0023], [-0.0280, 0.0195, 0.0748], [0.2123, -0.1548, -0.0452], [0.0034, 0.0445, 0.0570], [-0.0445, -0.0140, -0.0270], [0.0468, -0.0169, 0.0603], [0.0297, 0.0378, 0.0551], [0.0237, -0.0022, -0.0207], [0.0607, -0.0139, -0.0646], [-0.0089, -0.0210, 0.0674], [-0.0436, 0.0291, -0.0129], [0.0138, 0.0737, 0.0201], [0.0095, -0.0030, 0.0157], [-0.0346, -0.0149, 0.0278], [0.0491, 0.0183, -0.0786], [-0.0116, 0.0492, 0.0597], [-0.0361, 0.0017, -0.0901], [-0.0189, 0.0158, -0.0179], [-0.0150, 0.0073, -0.0166], [0.0345, 0.0003, -0.0244], [-0.0323, 0.0253, -0.0211], [-0.0246, 0.0151, 0.0481], [-0.0170, -0.0050, -0.0004], [-0.0249, -0.0044, -0.0360], [-0.0284, -0.0949, 0.0111], [-0.0371, -0.0189, -0.0313], [0.0203, 0.0412, -0.1678], [-0.0285, -0.0408, 0.0948], [0.0373, 0.0147, 0.0152], [-0.0797, 0.0060, -0.0431], [-0.0195, 0.0456, 0.0122], [0.0046, -0.0259, 0.0078], [0.0018, -0.0438, 0.0401], [0.0735, 0.0292, 0.0226], [0.0273, -0.0459, 0.0096], [0.0203, -0.0509, -0.0086]]}